Entry 1:
19
Properties=species:S:1:pos:R:3:forces:R:3 method="wB97M-V/def2-TZVPD" e_above_lowest_kcal_mol=32.78 smiles=N.O.O.O.O.O e_homo_ev=-10.844
O -2.29937 -2.62871 1.21024 -0.1 0.2 0.4
O 0.33071 2.21055 0.56462 -0.6 0.2 0.1
O -0.59650 0.16744 -1.87272 0.0 0.4 0.2
O 3.92562 1.30786 -1.07005 0.4 0.1 -0.1
O 2.82242 -1.74564 -1.31349 -0.1 -0.2 0.0
N -2.34285 0.71050 1.25071 -0.4 0.6 -0.2
H -2.33729 -0.24818 0.92629 -0.1 -0.2 0.0
H 3.75623 1.22945 -0.12832 -0.3 0.0 0.0
H 3.23466 -2.01475 -0.48663 0.1 0.1 0.0
H -0.03883 1.32064 0.49809 0.0 0.0 0.2
H -2.72432 1.24359 0.47330 0.3 0.0 -0.2
H -1.10354 0.99077 -1.86676 0.1 -0.2 -0.1
H 0.25694 0.44691 -1.51871 0.0 -0.2 -0.1
H 3.09058 1.18009 -1.52578 -0.1 -0.1 0.2
H 2.41223 -2.55719 -1.63624 0.0 0.2 0.0
H -0.41663 2.69039 0.97194 0.6 -0.3 -0.2
H -3.09502 -2.90164 1.68262 0.0 -0.1 -0.2
H -1.78071 -2.21965 1.91427 0.2 -0.1 -0.2
H -3.09434 0.81756 1.92662 0.2 -0.4 0.3

***

Entry 2:
15
Properties=species:S:1:pos:R:3:forces:R:3 method="wB97M-V/def2-TZVPD" e_above_lowest_kcal_mol=107.32 e_homo_ev="-8.062 / -8.028"
S 1.89660 0.07834 2.42276 -2.1 0.4 -1.3
P -0.23922 0.35289 0.51317 3.3 -0.2 1.4
O 0.75610 0.22621 -0.79734 -2.5 1.7 1.0
C 1.97398 -0.42903 -0.93948 -0.5 -0.9 -2.3
C -1.35632 1.63632 -0.14527 -1.3 1.1 1.1
C -1.17326 -1.22052 0.74968 3.4 0.6 -3.2
H -0.75708 2.27941 -0.76234 0.4 0.1 -0.4
H -0.54361 -1.76428 1.41487 0.5 -0.8 0.2
H -1.19528 -1.63846 -0.29957 -0.5 0.0 1.3
H 2.44154 -0.06773 -1.86788 0.1 0.4 0.7
H -1.89929 2.38555 0.57633 1.1 -1.9 -0.9
H -2.11239 1.14711 -0.77402 0.1 0.1 0.1
H 1.66112 -1.40505 -1.19229 0.2 -1.7 -0.3
H 2.59993 -0.52169 -0.11379 1.0 0.6 1.6
H -2.05282 -1.05908 1.21516 -3.2 0.5 1.1

***

Entry 3:
73
Properties=species:S:1:pos:R:3:forces:R:3 method="wB97M-V/def2-TZVPD" spin_multiplicity=3 s2=2.0057 e_above_lowest_kcal_mol=0.00 e_homo_ev="-7.379 / -7.460"
Pt -0.79760 -2.22071 -0.41032 0.0 0.0 -0.1
S -2.63665 0.32811 0.87589 -0.1 0.0 -0.1
O 1.99240 3.67656 -0.54387 -0.1 0.0 0.0
O -3.87655 0.33534 1.59173 0.0 0.0 0.0
O -1.40230 0.42845 1.61374 0.0 0.0 0.0
O 0.20008 -2.51463 1.48997 0.0 0.0 0.0
N -3.28110 -2.96070 -0.90514 0.0 0.0 0.0
N 2.32972 -4.89510 -1.26774 0.0 0.0 0.0
N -4.77517 -1.12184 -0.70470 0.0 0.0 0.0
N 2.03713 2.73045 1.50683 0.0 0.0 0.0
N -2.57818 4.79361 -3.03852 0.0 0.0 0.0
N -2.49911 -1.03609 -0.01989 0.0 0.0 0.1
N 0.53115 -3.68630 -1.10102 0.0 0.0 0.0
N 0.84783 -0.73441 -0.93903 0.0 0.0 0.0
C -1.49144 3.51441 -1.30035 0.0 0.0 0.0
C -2.63458 1.66114 -0.28031 0.0 0.0 0.0
C -3.71181 2.91641 -2.01526 0.0 0.0 0.0
C 4.31509 -2.74903 1.86463 0.0 0.0 0.0
C -1.52482 2.48751 -0.37510 0.0 0.0 0.0
C -5.73499 -1.88941 -1.19982 0.0 0.0 0.0
C 1.96681 4.06603 2.10596 0.0 0.0 0.0
C 1.72232 -3.90637 -0.56678 0.0 0.0 0.0
C 2.63880 1.20282 -1.73622 0.0 0.0 0.0
C 3.50559 -2.21624 2.87490 0.0 0.0 0.0
C 1.29464 1.36805 3.44731 0.0 0.0 0.0
C -2.58485 3.73593 -2.13835 0.0 0.0 0.0
C 1.48973 -5.31243 -2.27658 0.0 0.0 0.0
C 1.48784 -2.63522 1.56568 0.0 0.0 0.0
C 2.00972 2.67048 0.15900 0.1 0.0 0.0
C 2.31424 -3.24127 0.58060 0.0 0.0 0.0
C -3.57985 -1.69484 -0.53741 0.0 0.0 0.0
C 2.14080 -2.16407 2.73249 0.0 0.0 0.0
C 1.06566 0.33241 -0.16977 0.0 0.0 0.0
C 1.53252 -0.87410 -2.07295 0.0 0.0 0.0
C 2.37086 1.62497 2.40397 0.0 0.0 0.0
C -4.25673 -3.69635 -1.41217 0.0 0.0 0.0
C 0.37461 -4.55198 -2.16172 0.0 0.0 0.0
C 2.45374 0.06405 -2.50014 0.0 0.0 0.0
C -5.54390 -3.21176 -1.56778 0.0 0.0 0.0
C 0.54994 4.61855 2.13472 0.0 0.0 0.0
C -3.73929 1.88779 -1.09409 0.0 0.0 0.0
C 3.70676 -3.26133 0.74177 0.0 0.0 0.0
C 1.94504 1.33940 -0.54221 0.0 0.0 0.0
H 1.50525 -1.75388 3.50582 0.0 0.0 0.0
H -4.60842 1.25129 -0.99684 0.0 0.0 0.0
H 1.64491 0.61686 4.15495 0.0 0.0 0.0
H 0.16808 4.73486 1.12184 0.0 0.0 0.0
H 4.32685 -3.67228 -0.04878 0.0 0.0 0.0
H -0.12010 3.95447 2.68190 0.0 0.0 0.0
H 0.36896 1.01421 2.99284 0.0 0.0 0.0
H 2.61791 4.73219 1.53932 0.0 0.0 0.0
H 3.31687 1.87531 2.89635 0.0 0.0 0.0
H 2.55713 0.72793 1.81748 0.0 0.0 0.0
H -6.34120 -3.81919 -1.96774 0.0 0.0 0.0
H 2.36702 3.98169 3.11663 0.0 0.0 0.0
H 0.53745 5.59716 2.61671 0.0 0.0 0.0
H -1.66885 5.14078 -3.29527 0.0 0.0 0.0
H 3.29337 2.00069 -2.06092 0.0 0.0 0.0
H 1.07358 2.27380 4.01410 0.0 0.0 0.0
H 5.39135 -2.76307 1.96461 0.0 0.0 0.0
H -3.99591 -4.70982 -1.69872 0.0 0.0 0.0
H -0.52529 -4.56088 -2.75086 0.0 0.0 0.0
H 3.96152 -1.82968 3.77917 0.0 0.0 0.0
H -0.69304 2.33489 0.29719 0.0 0.0 0.0
H 2.98490 -0.08448 -3.42968 0.0 0.0 0.0
H 1.75452 -6.09800 -2.96017 0.0 0.0 0.0
H 3.21124 -5.30740 -1.01965 0.0 0.0 0.0
H -4.57415 3.09917 -2.64600 0.0 0.0 0.0
H -6.70376 -1.41501 -1.32140 0.0 0.0 0.0
H 0.47041 0.38323 0.73376 0.0 0.0 0.0
H -3.20278 4.70755 -3.82285 0.0 0.0 0.0
H -0.61042 4.14193 -1.37143 0.0 0.0 0.0
H 1.31850 -1.76263 -2.65434 0.0 0.0 0.0

***

Entry 4:
10
Properties=species:S:1:pos:R:3:forces:R:3 method="wB97M-V/def2-TZVPD" e_above_lowest_kcal_mol=124.32 e_homo_ev=-9.844
O 2.75456 -0.16489 -0.05664 -0.3 5.7 -1.2
O -1.90482 -0.13195 0.01166 -0.3 1.5 0.9
O -0.85815 1.88541 -0.13990 -0.9 -3.4 2.0
N -0.07359 -1.46047 -0.03437 -4.6 2.6 1.0
N -1.41324 -1.32328 -0.13480 4.6 -5.7 -0.5
C 1.56574 0.46133 -0.06764 -0.6 2.2 3.1
C -0.85352 0.66491 0.19353 2.0 7.2 -2.6
C 0.35684 -0.10057 0.31069 0.4 -1.8 -2.3
H 1.55496 1.63311 0.03569 0.4 -2.4 -0.8
H 2.50578 -1.00943 0.00796 -0.7 -6.0 0.4

***

Entry 5:
23
Properties=species:S:1:pos:R:3:forces:R:3 method="wB97M-V/def2-TZVPD" e_above_lowest_kcal_mol=59.83 smiles="C=CCCCNC.O" e_homo_ev=-8.624
O -4.71581 -0.39106 -0.51833 -1.1 0.3 -0.2
N -0.69592 -0.36796 1.42089 -1.9 0.0 -0.7
C 1.48529 -0.84655 -1.52060 -0.2 -1.7 1.6
C 3.49118 0.47167 -0.73507 1.1 -0.3 0.2
C 0.03502 0.32391 0.36551 1.6 0.3 -0.2
C 0.10609 -0.43819 -1.01090 -1.0 0.9 1.0
C 2.47949 0.24282 -1.55251 0.4 0.7 -1.1
C -0.87098 0.44598 2.65283 2.1 -1.0 -0.6
H -5.08154 -0.10149 0.32767 0.3 -0.1 0.1
H 2.40864 0.95367 -2.37421 -0.2 0.0 -0.1
H -1.80868 0.14802 3.09842 -0.4 0.8 0.1
H -0.09895 0.08105 3.35238 -0.2 0.3 0.0
H 1.08835 0.50080 0.76446 -1.2 -0.1 -0.6
H -0.39741 1.31669 0.11569 0.2 -0.2 0.5
H 1.89925 -1.67663 -0.87966 -0.5 0.8 -0.2
H -1.66153 -0.52077 1.05686 1.1 0.0 0.2
H 3.83367 -0.13026 0.09142 -0.6 -0.6 0.3
H -0.60308 1.50312 2.44074 -1.0 -0.3 0.4
H -0.50779 -1.33983 -0.90304 0.0 0.1 -0.2
H -0.40227 0.25202 -1.72886 0.5 -0.8 0.2
H 1.25575 -1.38110 -2.44020 0.6 0.5 -0.6
H -5.49360 -0.25887 -1.09994 0.8 -0.2 0.2
H 4.25483 1.21295 -0.92354 -0.4 0.6 -0.3

***

Entry 6:
18
Properties=species:S:1:pos:R:3:forces:R:3 method="wB97M-V/def2-TZVPD" e_above_lowest_kcal_mol=107.24 e_homo_ev="-8.149 / -8.155"
O 0.16078 -1.36431 1.57758 -0.1 0.3 -0.3
O -1.28036 0.90105 -2.09514 0.1 -0.1 0.4
N -0.98363 -0.24122 -0.09010 0.0 -0.4 -0.2
C 0.02643 0.98781 1.92692 0.0 0.0 -0.1
C -0.86177 0.93216 -0.96619 0.0 -0.1 -0.1
C -0.08094 -0.27729 1.10633 0.0 0.0 -0.1
C -1.50492 -1.33506 -0.54028 0.4 0.5 0.1
C 1.33657 0.30290 -0.58800 -0.4 -0.1 0.2
C 1.61869 -0.74148 -1.32405 0.1 0.1 0.0
H -1.97695 -1.30928 -1.51121 0.0 0.1 0.0
H 0.94965 0.91792 2.49822 0.0 0.0 0.0
H 1.98540 1.13742 -0.34400 0.1 0.0 -0.1
H -1.42048 -2.22503 0.06400 0.0 0.0 0.1
H 0.02377 1.91651 1.36449 0.0 0.0 0.0
H 0.86155 -1.51888 -1.49634 -0.1 0.0 0.0
H -0.62415 1.84067 -0.41518 0.0 -0.1 0.0
H -0.81002 0.99952 2.63118 0.0 0.0 0.0
H 2.58039 -0.92341 -1.79822 -0.1 0.0 0.0